(1)
ORCA calculation (wB97M-V/def2-TZVPD) on CH3BBr2O2 as an isolated structure in a non-equilibrium geometry.

Structure (XYZ):
```
9
Properties=species:S:1:pos:R:3:mulliken_spin:R:1
B 0.184 -0.354 0.199 0.064
C -0.513 0.868 -0.610 0.472
O 0.486 -0.108 1.514 0.006
O 0.623 -1.381 -0.591 -0.020
Br -1.389 0.279 -2.178 0.164
Br -1.729 2.083 0.411 1.299
H 0.340 1.389 -0.893 0.002
H 1.070 -0.682 2.151 0.000
H 0.927 -2.093 -0.002 0.012
```

**Gap between HOMO and LUMO (alpha / beta)**: 5.3 / 5.9 eV
**2S+1**: 3
**Lowest unoccupied orbital energy (alpha / beta)**: 0.04 / -3.80 eV
**HOMO (alpha / beta)**: -5.250 / -9.715 eV
**Calculated total energy**: -5363.17230 Ha

(2)
ORCA calculation (wB97M-V/def2-TZVPD) on C31H59AsBr2NSbSeSi2Sn as an isolated structure.

Structure (XYZ):
```
99
Properties=species:S:1:pos:R:3:lowdin_charge:R:1
Sn -0.793 -0.232 -0.027 0.859
Br -1.855 -0.044 -3.442 0.658
C -1.916 -1.912 -3.919 -0.985
Br -0.409 -2.890 -3.227 0.657
H -1.885 -1.976 -4.999 0.015
H -2.821 -2.336 -3.504 -0.001
C -3.277 4.113 0.852 -0.156
Si -2.996 2.286 0.634 0.468
C -3.800 1.710 -0.944 -0.178
C -3.650 1.455 2.168 -0.143
C -1.089 1.879 0.524 -0.451
C -0.618 1.582 1.912 -0.443
C -0.345 2.511 2.911 0.000
C 0.011 2.065 4.170 0.002
C 0.093 0.698 4.425 -0.016
C -0.178 -0.174 3.397 -0.097
N -0.523 0.258 2.175 -0.036
Si -0.029 3.173 -0.431 0.444
C -0.137 4.930 0.190 -0.156
C -0.593 3.206 -2.202 -0.176
C 1.736 2.622 -0.203 -0.169
H -4.296 4.225 1.233 0.054
H -3.216 4.669 -0.085 0.041
H -2.611 4.583 1.576 0.036
H -4.832 2.070 -0.969 0.059
H -3.822 0.625 -1.055 -0.017
H -3.291 2.128 -1.814 0.009
H -4.740 1.512 2.166 0.055
H -3.302 1.998 3.051 0.053
H -3.381 0.406 2.284 0.010
H -0.428 3.567 2.702 0.109
H 0.218 2.778 4.957 0.131
H 0.355 0.320 5.403 0.123
H -0.139 -1.246 3.540 0.102
H -1.047 5.434 -0.126 0.031
H 0.702 5.453 -0.281 0.054
H -0.022 5.075 1.264 0.031
H -1.596 3.634 -2.274 0.043
H -0.586 2.233 -2.693 -0.057
H 0.072 3.863 -2.767 0.046
H 2.076 2.852 0.811 0.053
H 2.400 3.145 -0.895 0.043
H 1.864 1.555 -0.381 -0.025
C 3.621 -3.850 -0.323 -0.107
C 2.495 -3.120 -1.054 -0.532
C 2.975 -2.407 -2.304 -0.183
Sb 1.536 -1.825 0.375 1.538
C 3.026 -0.514 1.248 -0.524
C 3.809 -1.124 2.405 -0.111
C 3.966 -0.045 0.138 -0.143
C 0.586 -3.232 1.730 -0.547
C 1.410 -3.562 2.970 -0.119
C 0.222 -4.484 0.935 -0.139
H 4.020 -4.624 -0.982 0.103
H 3.297 -4.341 0.595 0.062
H 4.444 -3.174 -0.085 0.074
H 1.702 -3.826 -1.306 0.055
H 3.750 -1.673 -2.084 0.066
H 2.164 -1.899 -2.818 -0.035
H 3.406 -3.143 -2.987 0.106
H 2.423 0.320 1.616 0.062
H 4.373 -2.005 2.099 0.080
H 3.180 -1.392 3.250 0.057
H 4.532 -0.384 2.757 0.098
H 4.645 -0.847 -0.154 0.075
H 4.579 0.775 0.517 0.103
H 3.453 0.305 -0.758 0.031
H -0.337 -2.725 2.017 0.022
H 2.389 -3.971 2.719 0.078
H 0.880 -4.325 3.545 0.099
H 1.563 -2.703 3.622 0.052
H 1.103 -5.086 0.709 0.081
H -0.302 -4.259 0.005 0.032
H -0.444 -5.103 1.540 0.100
Se -2.434 -2.136 -0.311 0.694
C -3.758 -1.809 1.041 -0.624
C -3.485 -2.176 2.356 -0.143
C -4.465 -2.026 3.326 -0.061
C -5.713 -1.526 2.979 -0.053
C -5.987 -1.186 1.662 -0.060
C -5.010 -1.324 0.686 -0.130
H -2.521 -2.594 2.615 0.088
H -4.260 -2.314 4.349 0.116
H -6.480 -1.418 3.735 0.118
H -6.968 -0.819 1.389 0.120
H -5.230 -1.073 -0.343 0.105
C 3.615 1.922 -3.553 -0.322
As 1.984 0.847 -3.712 1.017
C 2.713 -0.482 -4.964 -0.325
C 1.097 1.935 -5.080 -0.326
H 4.074 2.053 -4.532 0.035
H 4.329 1.433 -2.890 0.013
H 3.377 2.904 -3.144 0.014
H 3.062 0.032 -5.858 0.033
H 1.946 -1.204 -5.246 0.020
H 3.553 -1.015 -4.522 0.014
H 1.743 2.004 -5.955 0.033
H 0.900 2.938 -4.709 0.010
H 0.151 1.479 -5.369 0.002
```

**Gap between HOMO and LUMO**: 6.4 eV
**Charge**: +2
**2S+1**: 1
**Lowest unoccupied orbital energy**: -6.76 eV
**HOMO**: -13.124 eV
**Calculated total energy**: -12089.67403 Ha

(3)
ORCA calculation (wB97M-V/def2-TZVPD) on a 2-piece molecular cluster, C5H9N3S overall in a non-equilibrium geometry.

Structure (XYZ):
```
18
Properties=species:S:1:pos:R:3:mulliken_spin:R:1
C -0.848 1.878 0.534 -0.148
C -0.224 2.869 -0.204 0.502
C 0.145 0.957 0.796 0.335
C -0.676 -2.880 -1.168 0.005
C -1.068 -1.665 -1.003 0.002
N 1.326 1.270 0.329 0.500
N 1.378 -1.295 1.859 0.029
N 1.094 2.462 -0.346 0.373
S -0.177 -0.492 1.646 0.407
H -1.883 1.814 0.860 -0.014
H -0.606 3.853 -0.640 0.010
H -1.469 -3.703 -1.265 -0.001
H 0.372 -3.093 -1.405 0.000
H 1.482 -2.045 1.175 0.006
H -2.232 -1.535 -0.779 0.003
H -0.458 -0.769 -1.112 0.001
H 2.104 -0.541 1.720 0.005
H 1.740 2.915 -0.998 -0.017
```

**Gap between HOMO and LUMO (alpha / beta)**: 4.9 / 6.3 eV
**2S+1**: 3
**Lowest unoccupied orbital energy (alpha / beta)**: 0.69 / -2.26 eV
**HOMO (alpha / beta)**: -4.236 / -8.585 eV
**Calculated total energy**: -758.12510 Ha

(4)
ORCA calculation (wB97M-V/def2-TZVPD) on C29H52P2PtSi as an isolated structure in a non-equilibrium geometry.

Structure (XYZ):
```
85
Properties=species:S:1:pos:R:3:mulliken_spin:R:1
Pt 0.360 -0.657 -2.518 0.425
C -0.108 -2.544 2.002 0.337
C 1.259 -2.751 1.695 0.426
C 1.140 -1.290 3.474 0.257
C -0.190 -1.684 3.143 0.312
C 2.017 -1.895 2.542 0.305
C -1.276 -3.262 1.428 0.007
H -1.030 -3.779 0.485 -0.004
H -2.155 -2.630 1.195 0.017
H -1.605 -4.017 2.168 0.025
C -1.403 -1.382 3.920 0.056
H -2.197 -2.110 3.664 0.005
H -1.804 -0.385 3.686 0.023
H -1.165 -1.427 4.996 0.007
C 1.540 -0.527 4.679 0.031
H 1.081 -0.971 5.574 0.013
H 1.252 0.530 4.634 0.026
H 2.630 -0.574 4.775 -0.003
C 3.495 -1.687 2.483 0.005
H 3.981 -2.171 3.353 0.024
H 3.787 -0.621 2.486 0.012
H 3.900 -2.132 1.565 -0.009
C 1.813 -3.709 0.725 0.059
H 2.102 -4.731 1.087 0.024
H 2.711 -3.308 0.261 0.011
H 1.117 -3.857 -0.093 0.009
C -1.378 0.293 -4.429 0.114
C -1.544 -1.089 -4.358 0.097
C -0.752 -2.062 -5.159 0.091
C 0.779 -1.769 -5.265 -0.024
C 1.526 -1.248 -4.105 0.464
C 1.576 0.278 -3.751 0.091
C 0.949 1.262 -4.737 -0.013
C -0.394 1.004 -5.331 0.020
H -1.116 -2.120 -6.209 -0.012
H 1.056 -1.108 -6.103 0.023
H -0.887 -3.073 -4.728 0.017
H -0.357 0.514 -6.311 0.002
H -2.149 0.919 -3.965 -0.001
H -2.446 -1.475 -3.907 -0.004
H -0.891 1.969 -5.531 0.002
H 0.965 2.256 -4.289 0.004
H 2.513 0.704 -3.346 -0.024
H 1.681 1.303 -5.536 0.016
H 1.265 -2.757 -5.283 0.000
H 2.204 -1.933 -3.609 -0.030
P -1.734 0.428 -0.707 0.127
P 1.645 0.709 -0.409 0.221
C -0.757 1.668 -1.691 0.412
C 0.647 2.105 -1.132 0.046
H -1.391 2.530 -1.978 0.029
H -0.538 1.130 -2.662 -0.271
H 1.283 2.503 -1.935 0.044
H 0.523 2.881 -0.364 -0.025
C 1.991 1.458 1.209 0.169
H 2.717 0.857 1.788 -0.022
H 1.043 1.541 1.767 -0.041
H 2.407 2.464 0.998 0.001
C 3.425 0.621 -0.966 0.004
H 3.733 1.574 -1.400 0.001
H 3.618 -0.184 -1.664 0.003
H 4.049 0.427 -0.096 0.000
C -3.483 0.660 -0.835 0.018
H -3.915 -0.345 -0.960 0.004
H -3.718 1.309 -1.695 -0.003
H -3.833 1.105 0.113 0.001
C -1.525 -1.259 -1.178 -0.099
H -0.750 -1.592 -0.469 -0.008
H -1.215 -1.334 -2.278 0.103
H -2.392 -1.917 -1.189 -0.017
C -0.792 2.246 4.912 0.003
Si -1.616 2.704 3.299 0.007
C -3.512 2.633 3.352 0.001
C -1.029 4.349 2.585 0.001
C -1.225 1.354 2.055 -0.010
C -1.224 0.743 0.967 0.067
H -1.103 2.907 5.736 0.000
H 0.297 2.322 4.790 0.000
H -1.057 1.208 5.167 -0.001
H -3.901 3.293 4.146 0.000
H -3.932 2.942 2.378 0.000
H -3.817 1.590 3.550 0.000
H 0.056 4.489 2.721 0.000
H -1.269 4.416 1.508 0.002
H -1.552 5.166 3.110 0.000
```

**Gap between HOMO and LUMO (alpha / beta)**: 4.2 / 5.7 eV
**Charge**: +2
**2S+1**: 5
**Lowest unoccupied orbital energy (alpha / beta)**: -5.10 / -7.98 eV
**HOMO (alpha / beta)**: -9.304 / -13.628 eV
**Calculated total energy**: -2226.84408 Ha

(5)
ORCA calculation (wB97M-V/def2-TZVPD) on a 2-piece molecular cluster, C3H5F3N2O overall in a non-equilibrium geometry.

Structure (XYZ):
```
14
Properties=species:S:1:pos:R:3:lowdin_charge:R:1
N -0.931 -2.044 -0.577 0.001
C -0.046 -1.281 0.237 -0.223
C 1.204 -0.835 -0.473 -0.552
F 1.774 -1.830 -1.187 0.112
F 2.260 -0.320 0.314 0.072
F 0.819 0.150 -1.343 0.094
H -1.276 -1.698 -1.460 0.073
H -0.281 -2.914 -0.767 0.133
H 0.268 -2.042 1.002 0.144
H -0.495 -0.345 0.722 0.143
N -1.380 3.800 0.888 0.181
C -0.522 2.936 1.120 -0.392
O 0.404 2.371 1.453 0.188
H -1.799 4.051 0.071 0.026
```

**Gap between HOMO and LUMO**: 10.8 eV
**SMILES**: NCC(F)(F)F.N=C=O
**2S+1**: 1
**Lowest unoccupied orbital energy**: 0.59 eV
**HOMO**: -10.245 eV
**Calculated total energy**: -601.65710 Ha